Here is the molecule C5H7N from OMol25. Energies are from ωB97M-V/def2-TZVPD.

```
13
Properties=species:S:1:pos:R:3:forces:R:3
N 3.032 -0.231 0.852 -0.97 -0.03 -0.55
C 2.024 -0.250 0.283 0.83 0.01 0.45
C 0.730 -0.252 -0.395 0.11 -0.04 -0.06
C -0.438 -0.985 0.323 -0.02 -0.17 0.08
C -1.338 0.247 0.073 -0.19 0.04 0.02
C -0.092 1.066 -0.332 0.04 0.18 -0.03
H 0.867 -0.603 -1.422 -0.01 0.05 0.15
H -0.750 -1.929 -0.131 0.06 0.14 0.09
H -0.227 -1.155 1.381 -0.02 0.05 -0.15
H -2.040 0.101 -0.752 0.12 0.02 0.10
H -1.893 0.616 0.939 0.07 -0.06 -0.15
H 0.260 1.730 0.461 -0.04 -0.12 -0.10
H -0.146 1.630 -1.267 0.01 -0.08 0.16
```
Positions in Å, forces in eV/Å.

For the relative energy (zero: lowest compared OMol25 entry of this formula, charge and spin), the calculation gives 21.7 kcal/mol. For the HOMO energy, the calculation gives -11.21 eV. As for the SMILES: N#CC1CCC1. For the orbital gap, the calculation gives 12.149 eV. The total energy comes out at -249.438690 Ha.

Here is a structure of composition C24H16BrClN5O6SW from OMol25. Energies are from ωB97M-V/def2-TZVPD.

```
55
Properties=species:S:1:pos:R:3:forces:R:3
W -0.475 0.088 0.411 -0.49 0.23 0.07
O -3.660 -2.423 0.213 0.03 0.05 0.00
C -2.966 -1.545 0.570 -0.22 0.01 0.07
O -1.862 -1.099 -0.147 0.41 -0.14 0.21
C -3.087 -0.693 1.794 0.10 0.03 -0.09
C -4.054 -0.746 2.776 -0.02 -0.01 0.03
C -4.003 0.212 3.791 0.00 0.01 0.00
C -3.010 1.191 3.786 -0.02 -0.01 0.02
C -2.079 1.161 2.768 0.08 -0.03 -0.08
N -2.131 0.233 1.819 -0.06 0.11 0.02
C -0.947 2.118 2.532 -0.25 0.09 0.17
O -0.689 3.085 3.151 0.02 -0.05 -0.05
O -0.247 1.702 1.423 0.23 -0.12 -0.16
H -4.821 -1.509 2.742 0.00 0.00 0.00
H -4.745 0.200 4.579 0.00 0.00 0.00
H -2.953 1.960 4.547 0.00 0.00 0.00
N 0.872 2.569 -2.646 0.00 0.04 -0.05
C 2.057 1.828 -2.623 0.03 -0.06 0.03
C 3.234 2.018 -3.329 -0.01 0.04 -0.02
C 4.230 1.088 -3.111 0.00 -0.01 0.00
C 4.038 0.020 -2.227 0.00 0.00 0.01
C 2.860 -0.156 -1.524 0.00 0.02 0.01
C 1.849 0.779 -1.727 0.02 0.02 -0.01
N 0.516 0.913 -1.224 0.04 0.05 -0.03
C 0.005 2.011 -1.836 0.01 -0.04 0.06
C -1.359 2.359 -1.553 -0.03 -0.04 -0.01
C -2.216 3.269 -2.079 0.00 0.03 -0.02
S -3.765 3.054 -1.404 0.02 0.01 0.01
C -3.194 1.778 -0.460 -0.08 -0.05 0.07
N -1.917 1.510 -0.621 0.11 0.00 -0.04
H 0.711 3.399 -3.203 0.00 0.00 0.00
H 3.364 2.846 -4.013 0.00 0.00 0.00
H 5.173 1.184 -3.632 0.00 0.01 0.00
H 4.841 -0.690 -2.084 0.00 0.00 0.00
H 2.764 -0.982 -0.842 0.01 0.01 0.01
H -2.030 4.028 -2.823 0.00 0.00 -0.01
H -3.849 1.244 0.211 0.01 0.00 -0.01
Cl 2.897 1.040 3.649 -0.02 -0.01 0.02
C 2.285 -0.568 3.245 0.09 0.05 -0.04
C 1.333 -0.410 2.113 0.08 -0.23 0.08
O 0.105 -0.816 2.195 -0.20 -0.03 -0.28
O 1.586 0.132 1.008 0.13 -0.08 0.06
H 1.778 -1.006 4.100 -0.03 0.00 -0.01
H 3.114 -1.211 2.942 0.02 0.04 -0.03
Br 1.867 -5.674 -2.555 -0.02 0.05 0.03
C 1.300 -4.126 -1.715 0.00 0.01 0.01
C 0.658 -3.115 -2.428 0.03 -0.07 -0.02
C 0.254 -1.984 -1.767 -0.07 0.08 0.00
N 0.457 -1.783 -0.446 0.09 0.02 -0.06
C 1.060 -2.775 0.240 0.00 0.06 0.06
C 1.492 -3.939 -0.347 0.02 -0.05 -0.06
H 0.470 -3.212 -3.489 0.00 0.00 0.00
H -0.255 -1.202 -2.313 -0.01 -0.04 0.01
H 1.181 -2.656 1.304 -0.01 0.01 0.02
H 1.962 -4.701 0.259 0.00 0.01 0.01
```
Positions in Å, forces in eV/Å.

For the relative energy (zero: lowest compared OMol25 entry of this formula, charge and spin), the calculation gives 6.1 kcal/mol. For the HOMO energy, the calculation gives -17.59 eV. As for the total charge: +3. For the orbital gap, the calculation gives 5.856 eV. The total energy comes out at -5148.080911 Ha.

Here is a cluster of 4 separate species, C3H13NO3 in total from OMol25. Energies are from ωB97M-V/def2-TZVPD.

```
20
Properties=species:S:1:pos:R:3:forces:R:3
C -1.444 -1.288 0.999 0.41 -0.36 0.46
C -0.297 -0.632 1.783 0.02 0.66 -1.13
C 1.332 0.898 0.990 -0.03 0.37 -0.13
N 0.116 0.595 1.076 0.42 -1.44 1.04
H -1.095 -2.116 0.381 0.11 0.03 0.04
H -2.191 -1.691 1.694 -0.02 0.23 -0.34
H -1.843 -0.545 0.325 -0.57 0.06 0.00
H 0.568 -1.269 1.847 0.28 -0.48 0.43
H -0.631 -0.296 2.745 -0.16 -0.10 0.67
H 2.228 0.429 1.411 -0.50 -0.35 0.06
H 1.483 1.773 0.395 0.64 0.67 -0.32
H 1.417 -1.362 -1.637 -0.50 -0.65 0.03
H 2.009 -0.082 -1.687 0.21 0.64 -0.09
O 2.145 -0.907 -1.225 0.48 -0.08 0.18
H -0.768 1.273 0.027 0.17 -0.12 0.61
H -0.796 2.627 -0.685 -0.03 0.47 -0.03
O -1.194 1.760 -0.713 -0.77 0.56 -1.24
H -0.436 0.853 -2.021 -1.24 1.00 0.84
H -0.600 -0.208 -3.174 -0.03 0.41 0.28
O 0.000 0.187 -2.531 1.11 -1.52 -1.37
```
Positions in Å, forces in eV/Å.

For the relative energy (zero: lowest compared OMol25 entry of this formula, charge and spin), the calculation gives 24.7 kcal/mol. For the HOMO energy, the calculation gives -10.17 eV. As for the SMILES: C=NCC.O.O.O. For the orbital gap, the calculation gives 10.996 eV. The total energy comes out at -402.541008 Ha.

Here is a structure of composition C12H11CoN3S4 from OMol25. Energies are from ωB97M-V/def2-TZVPD.

```
31
Properties=species:S:1:pos:R:3:forces:R:3
Co -1.861 -0.971 0.841 -0.22 0.61 -0.13
S -1.587 -2.730 2.243 0.01 -0.02 0.07
S -3.132 -3.929 1.756 0.46 -0.22 0.20
S -4.629 -2.888 0.896 -0.42 0.13 -0.16
S -4.167 -0.967 0.692 0.04 0.14 0.01
C 1.947 -3.059 -1.787 0.24 -0.06 0.05
C 2.992 -2.163 -1.335 -0.01 -0.15 -0.12
C 2.678 -1.022 -0.721 -0.19 0.01 0.11
C 1.296 -0.597 -0.482 0.23 -0.28 -0.10
N 0.266 -1.530 -0.960 0.64 0.21 -0.31
C 0.671 -2.751 -1.613 -0.13 0.34 -0.18
C -0.231 1.436 0.227 0.18 -0.17 -0.15
C -0.161 2.742 -0.246 -0.15 0.06 -0.09
C -1.184 3.637 0.023 0.12 -0.02 -0.06
C -2.238 3.231 0.820 -0.08 -0.07 0.07
C -2.259 1.917 1.247 -0.05 0.02 -0.10
N -1.307 1.033 0.928 0.19 -0.43 0.15
H 2.192 -4.001 -2.259 0.04 0.01 0.02
H 4.029 -2.414 -1.504 -0.02 -0.05 -0.03
H 3.474 -0.364 -0.421 -0.02 0.03 0.07
H -0.182 -3.349 -1.889 -0.02 0.03 -0.03
H 0.694 3.056 -0.827 0.01 0.01 0.01
H -1.138 4.644 -0.368 -0.01 0.00 0.01
H -3.040 3.900 1.098 0.01 0.01 -0.01
H -3.075 1.533 1.846 0.00 0.03 0.00
C 2.230 1.425 0.538 0.00 0.02 0.08
C 1.032 0.615 0.058 -0.21 0.32 0.22
N -0.927 -1.344 -0.803 -0.59 -0.49 0.42
H 2.897 0.827 1.155 -0.02 -0.04 -0.01
H 1.907 2.265 1.145 -0.01 0.00 0.00
H 2.811 1.819 -0.299 -0.01 0.01 0.00
```
Positions in Å, forces in eV/Å.

For the relative energy (zero: lowest compared OMol25 entry of this formula, charge and spin), the calculation gives 102.9 kcal/mol. For the HOMO energy (spin up / spin down), the calculation gives -10.77 / -11.56 eV. As for the total charge: +1. For the orbital gap (spin up / spin down), the calculation gives 5.962 / 6.656 eV. The total energy comes out at -3603.370292 Ha. Its spin multiplicity is 5.

Here is a cluster of 7 separate species, C28H77N7O7 in total from OMol25. Energies are from ωB97M-V/def2-TZVPD.

```
119
Properties=species:S:1:pos:R:3:forces:R:3
C -0.325 0.987 3.355 3.20 -0.09 -2.67
C 0.320 -0.346 3.857 0.24 3.01 2.56
C 1.233 -0.171 5.164 5.82 -0.89 -8.66
O 2.201 0.909 4.921 -0.78 0.50 1.22
C 3.366 0.643 4.220 -2.00 -3.30 0.90
N -0.811 -1.200 4.321 4.54 -3.46 -4.58
H -0.761 0.732 2.286 0.59 0.94 2.48
H 0.409 1.904 3.315 -0.80 -2.05 -0.54
H -0.946 1.375 4.086 -2.26 0.30 1.16
H 1.079 -0.647 3.145 -0.93 -1.26 -0.79
H 1.749 -1.032 5.567 0.15 -0.80 -0.53
H 0.725 0.164 5.844 -5.77 3.78 7.44
H 3.123 -0.074 3.479 0.32 -1.30 -0.83
H 4.238 0.396 4.750 0.84 -1.39 1.76
H 3.785 1.371 3.705 0.68 4.62 -2.51
H -1.193 -0.850 5.098 -1.79 2.18 3.67
H -0.140 -1.918 4.654 -1.70 -0.79 0.13
C -3.581 -2.797 -4.508 -1.97 -5.71 1.11
C -3.039 -2.136 -3.257 2.55 -1.90 -4.24
C -1.494 -1.875 -3.446 -4.78 -11.36 -12.30
O -0.811 -3.114 -3.457 1.29 0.42 1.36
C 0.601 -2.832 -3.559 -0.51 -1.09 2.07
N -3.688 -0.948 -3.184 -0.45 4.19 1.55
H -3.688 -2.238 -5.377 1.11 1.48 -1.59
H -4.723 -2.968 -4.385 1.48 -0.16 0.42
H -3.171 -3.944 -4.753 -0.79 3.25 0.60
H -3.164 -2.684 -2.389 -0.09 -1.95 1.72
H -1.379 -1.282 -2.840 3.89 10.77 11.81
H -1.327 -1.498 -4.460 -0.34 0.74 0.11
H 0.883 -2.013 -2.762 0.01 -1.89 -1.38
H 0.776 -2.496 -4.526 0.43 1.41 -1.88
H 1.159 -3.825 -3.588 -0.59 1.31 1.04
H -3.578 -0.634 -2.216 0.00 0.82 -0.15
H -4.663 -1.037 -3.306 -1.23 -0.22 -0.42
C 4.331 -3.818 -2.206 1.17 2.35 -0.58
C 4.257 -2.402 -1.463 0.38 -1.24 -3.06
C 5.013 -2.389 -0.172 -0.80 -0.98 2.44
O 4.599 -3.524 0.697 0.65 -0.12 -0.95
C 5.002 -3.456 2.041 1.05 2.52 -0.09
N 4.814 -1.360 -2.349 0.42 1.33 1.38
H 5.218 -4.377 -1.861 -0.25 0.35 -0.30
H 4.428 -3.638 -3.403 -0.90 -0.75 3.05
H 3.495 -4.242 -1.701 -1.03 -1.39 -0.88
H 3.235 -1.988 -1.428 -0.25 -1.48 1.19
H 4.708 -1.597 0.446 -0.84 1.91 0.50
H 6.083 -2.191 -0.181 0.39 -0.97 -0.79
H 6.090 -3.487 2.241 -0.09 0.43 -0.69
H 4.687 -4.240 2.631 -1.32 -2.31 0.49
H 4.584 -2.581 2.603 0.32 -0.04 -0.71
H 4.486 -0.620 -1.718 1.19 1.11 -0.56
H 4.157 -1.145 -3.090 -0.08 -0.75 -0.52
C 1.473 5.205 -0.259 2.32 -0.52 1.97
C 1.622 5.839 -1.625 -7.65 1.44 4.73
C 0.268 5.880 -2.316 -2.89 -1.98 -0.53
O -0.195 4.491 -2.641 -0.05 0.86 1.46
C -1.477 4.412 -3.318 4.68 0.10 -2.50
N 1.874 7.216 -1.430 3.20 -3.21 9.36
H 2.378 5.466 0.405 -1.14 -0.20 -0.97
H 1.527 4.156 -0.331 0.30 -1.65 -0.35
H 0.616 5.275 0.436 -0.13 1.15 -1.08
H 2.223 5.454 -2.281 3.83 -3.08 -3.19
H 0.496 6.162 -3.307 -0.04 1.53 -1.31
H -0.631 6.547 -1.872 2.35 -1.53 -0.57
H -2.237 4.591 -2.663 -2.34 1.03 1.40
H -1.488 3.385 -3.646 -0.41 -0.38 -0.16
H -1.319 5.041 -4.260 -1.18 -0.45 1.22
H 2.874 7.122 -1.321 0.54 1.42 0.51
H 1.755 7.555 -2.213 -1.39 5.32 -9.89
C -5.079 0.931 0.565 3.09 3.15 3.69
C -3.628 1.274 0.069 -3.02 -0.58 -1.42
C -2.801 1.924 1.194 0.21 4.83 -5.98
O -3.346 3.222 1.584 1.62 -1.18 0.03
C -2.875 4.245 0.720 4.05 -3.76 -0.48
N -2.987 0.071 -0.430 -0.75 7.46 -5.79
H -5.761 0.954 -0.178 -2.38 0.66 -2.36
H -5.200 1.725 1.422 -0.79 -1.24 -1.82
H -5.225 0.004 1.050 0.59 -1.33 0.53
H -3.746 1.908 -0.971 0.38 -0.80 2.95
H -1.741 2.054 0.802 -1.10 -0.04 0.57
H -2.792 1.370 1.980 -0.10 -3.62 5.01
H -3.218 3.970 -0.238 0.38 -0.26 -1.75
H -1.708 4.537 0.729 -2.51 -0.95 0.21
H -3.454 4.976 0.957 -2.98 5.33 1.66
H -2.758 -0.609 0.079 0.85 -6.86 6.27
H -2.108 0.539 -0.364 2.01 -0.45 -1.69
C 1.107 -0.445 0.092 4.03 1.24 0.48
C 1.049 1.004 -0.450 1.32 -3.92 -2.61
C 2.188 1.332 -1.413 0.40 0.69 3.28
O 3.452 0.945 -0.931 1.10 -0.27 2.09
C 3.951 1.931 -0.031 -2.90 3.09 -2.37
N -0.212 1.295 -1.081 0.71 5.31 1.51
H 1.121 -1.220 -0.603 -0.33 -1.06 -1.81
H 0.263 -0.508 0.638 -2.76 -0.80 2.20
H 2.052 -0.753 0.725 -1.74 1.24 -0.88
H 1.149 1.626 0.349 0.04 1.86 2.42
H 2.157 2.403 -1.531 0.13 0.63 -0.67
H 2.176 0.823 -2.279 -1.00 -1.60 -3.35
H 3.356 2.284 0.830 -0.64 -0.93 -0.26
H 3.907 2.811 -0.738 0.53 0.01 1.12
H 4.898 1.930 0.351 2.82 -1.41 0.34
H -0.420 1.020 -1.972 -0.19 -2.68 -2.75
H 0.057 2.293 -1.448 -1.46 -1.18 1.28
C -0.925 -3.477 1.004 -0.56 0.71 2.85
C -2.363 -2.939 1.377 2.38 -4.81 2.49
C -2.985 -3.639 2.575 -2.25 -2.34 -7.14
O -3.060 -5.068 2.336 -0.32 -0.12 0.13
C -4.407 -5.496 2.362 2.46 -1.16 -4.21
N -2.196 -1.632 1.656 1.20 4.81 1.48
H -0.942 -2.933 0.083 1.92 -0.21 -0.90
H -0.762 -4.536 1.055 -0.70 -0.69 -1.11
H -0.175 -3.224 1.855 -1.04 0.74 -1.67
H -2.938 -3.138 0.534 -1.46 -0.18 -1.58
H -3.923 -3.210 2.728 -2.05 0.56 0.22
H -2.548 -3.681 3.400 4.64 1.15 6.99
H -4.861 -5.281 3.225 -1.98 0.67 3.36
H -4.479 -6.534 2.042 0.30 -0.39 0.73
H -4.815 -5.028 1.502 -1.41 0.92 -0.54
H -1.568 -1.475 2.458 0.37 -0.64 -0.63
H -2.985 -1.242 2.124 -1.49 0.46 -0.20
```
Positions in Å, forces in eV/Å.

For the relative energy (zero: lowest compared OMol25 entry of this formula, charge and spin), the calculation gives 421.4 kcal/mol. For the HOMO energy, the calculation gives -8.49 eV. As for the SMILES: COC[C@H](C)N.COC[C@H](C)N.COC[C@H](C)N.COC[C@H](C)N.COC[C@H](C)N.COC[C@H](C)N.COC[C@H](C)N. For the orbital gap, the calculation gives 8.949 eV. The total energy comes out at -2022.199953 Ha.

Here is the molecule C5H8O from OMol25. Energies are from ωB97M-V/def2-TZVPD.

```
14
Properties=species:S:1:pos:R:3:forces:R:3
C 1.268 0.466 -0.846 -0.31 -1.14 0.00
C 0.712 0.450 0.504 -0.22 0.15 0.49
C -0.684 0.875 0.819 -0.17 0.11 0.49
O -1.493 0.399 -0.233 0.09 -0.01 -0.09
C -1.026 -0.927 -0.446 0.45 -0.08 -0.53
C 0.435 -0.933 0.053 1.19 0.42 -1.68
H 0.660 0.649 -1.727 -0.27 0.15 0.40
H 2.292 0.887 -0.965 -0.45 -1.44 0.17
H 1.444 0.581 1.292 -0.07 0.05 0.12
H -0.893 1.940 0.958 -0.06 -0.34 0.33
H -0.784 0.152 1.655 -1.06 1.28 0.73
H -1.017 -1.120 -1.515 -0.37 -0.03 -0.21
H -1.742 -1.640 0.018 0.84 0.13 0.14
H 0.830 -1.877 0.450 0.41 0.74 -0.35
```
Positions in Å, forces in eV/Å.

For the relative energy (zero: lowest compared OMol25 entry of this formula, charge and spin), the calculation gives 76.1 kcal/mol. For the HOMO energy, the calculation gives -8.80 eV. As for the SMILES: C1OC[C@H]2C[C@@H]12. For the orbital gap, the calculation gives 9.905 eV. The total energy comes out at -270.436619 Ha.

Max |F| values (in eV/A) by entry order: 1.113 0.543 2.327 0.874 17.410 2.100.